Record 1
# C2H8O2

A 2-piece molecular cluster, C2H8O2 overall (ωB97M-V with the def2-TZVPD basis set, the OMol25 dataset).

SMILES: CO.CO
Kohn-Sham gap: 10.77 eV
Total energy: -231.41227 a.u.

Geometry (Å):
1 C 2.281 0.992 -0.220
2 O 1.223 0.602 0.713
3 H 1.689 0.210 1.443
4 H 1.676 1.377 -1.058
5 H 2.579 1.989 0.112
6 H 2.966 0.187 -0.423
7 C -1.518 -0.455 0.274
8 O -2.109 -1.194 -0.864
9 H -2.991 -1.404 -0.596
10 H -1.240 0.519 -0.119
11 H -2.176 -0.417 1.136
12 H -0.605 -1.031 0.390



Record 2
# C5H8N2

One molecule with the formula C5H8N2 (ωB97M-V with the def2-TZVPD basis set, the OMol25 dataset).

Kohn-Sham gap: 7.30 eV
Total energy: -304.67573 a.u.

Geometry (Å):
1 C -1.098 -2.104 0.069
2 N -0.928 -0.614 -0.145
3 C -0.715 0.062 -1.250
4 C 0.253 1.076 -1.081
5 C 0.733 0.929 0.218
6 N 1.639 1.697 0.856
7 C 0.032 -0.193 0.843
8 H 0.241 -1.468 0.855
9 H -2.063 -2.263 0.569
10 H -1.136 -2.587 -0.916
11 H -1.189 -0.245 -2.178
12 H 0.579 1.786 -1.830
13 H 2.077 2.477 0.395
14 H 1.978 1.440 1.768
15 H -0.404 0.008 1.826



Record 3
# C27H35AsBrN2O4Si2Zn

C27H35AsBrN2O4Si2Zn as an isolated structure (ωB97M-V with the def2-TZVPD basis set, the OMol25 dataset).

Kohn-Sham gap: 7.49 eV
Net charge: -1
Total energy: -8628.74058 a.u.

Geometry (Å):
1 Zn -0.401 0.673 -0.455
2 Br 0.992 2.290 2.440
3 C -0.121 0.792 2.759
4 C -0.406 0.407 4.057
5 C -1.220 -0.706 4.223
6 C -1.697 -1.376 3.110
7 C -1.366 -0.899 1.852
8 N -0.590 0.176 1.691
9 C -1.941 -1.540 0.571
10 O -2.602 -2.559 0.724
11 O -1.681 -0.905 -0.495
12 H 0.006 0.957 4.889
13 H -1.477 -1.037 5.222
14 H -2.326 -2.252 3.177
15 C -4.093 1.061 -2.048
16 Si -3.185 2.438 -1.118
17 C -4.062 4.070 -1.551
18 C -3.474 2.170 0.744
19 As -0.888 2.724 -1.450
20 Si -0.683 1.971 -3.669
21 C -1.047 0.153 -4.040
22 C -1.877 3.050 -4.692
23 C 1.057 2.436 -4.249
24 H -5.137 0.988 -1.732
25 H -3.610 0.099 -1.859
26 H -4.077 1.246 -3.125
27 H -5.141 4.013 -1.388
28 H -3.887 4.328 -2.599
29 H -3.663 4.884 -0.941
30 H -4.518 2.317 1.030
31 H -2.862 2.867 1.323
32 H -3.189 1.154 1.030
33 H -2.109 -0.073 -3.925
34 H -0.498 -0.484 -3.344
35 H -0.740 -0.121 -5.053
36 H -2.923 2.791 -4.508
37 H -1.689 2.965 -5.765
38 H -1.739 4.095 -4.401
39 H 1.772 1.680 -3.923
40 H 1.344 3.391 -3.803
41 H 1.125 2.528 -5.336
42 C 5.734 -3.540 3.771
43 C 4.310 -3.056 3.664
44 C 3.631 -2.703 4.824
45 C 2.346 -2.189 4.762
46 C 1.723 -2.056 3.537
47 C 2.371 -2.427 2.357
48 N 1.648 -2.209 1.169
49 C 1.601 -3.017 0.035
50 C 1.496 -4.403 0.176
51 C 1.350 -5.216 -0.933
52 C 1.288 -4.665 -2.206
53 C 1.409 -3.294 -2.357
54 C 1.576 -2.460 -1.259
55 C 1.784 -0.983 -1.508
56 O 2.356 -0.634 -2.530
57 O 1.349 -0.183 -0.580
58 C 3.696 -2.913 2.412
59 C 4.470 -3.208 1.154
60 H 6.040 -3.595 4.816
61 H 6.413 -2.858 3.256
62 H 5.854 -4.529 3.325
63 H 4.120 -2.815 5.785
64 H 1.830 -1.900 5.669
65 H 0.711 -1.675 3.470
66 H 1.444 -1.238 0.943
67 H 1.518 -4.826 1.174
68 H 1.274 -6.288 -0.798
69 H 1.140 -5.303 -3.068
70 H 1.385 -2.842 -3.340
71 H 4.203 -4.185 0.748
72 H 5.542 -3.197 1.333
73 H 4.250 -2.472 0.383



Question: The lowest Kohn-Sham gap belongs to which entry?
Answer: C5H8N2



Question: Which of these has the highest Kohn-Sham gap?
Answer: C2H8O2



Question: The highest Kohn-Sham gap belongs to which entry?
Answer: C2H8O2



Question: Which of these has the highest total energy?
Answer: C2H8O2